Formula: C27H22Cl2LuN4O2
Source: OMol25
Level of theory: ωB97M-V/def2-TZVPD

Its charge is +1. For the HOMO energy, the calculation gives -10.24 eV. The spin multiplicity is 1. As for the orbital gap: 6.7 eV. The LUMO energy comes out at -0.1314 hartree. For the relative energy (zero: lowest compared OMol25 entry of this formula, charge and spin), the calculation gives 0.0 kJ/mol.

Positions of all 58 atoms, in Å:
1 Lu -0.120 -0.045 -0.143
2 Cl 1.194 3.371 5.705
3 C 1.273 2.239 4.413
4 C 0.216 2.151 3.514
5 C 0.272 1.248 2.466
6 N -0.760 1.080 1.503
7 C -1.989 0.766 1.961
8 O -2.399 0.802 3.108
9 C -2.941 0.313 0.852
10 C -4.309 0.364 1.104
11 C -5.195 -0.114 0.157
12 C -4.682 -0.640 -1.020
13 C -3.311 -0.664 -1.195
14 N -2.436 -0.199 -0.290
15 C 1.391 0.379 2.335
16 C 2.438 0.471 3.244
17 C 2.385 1.411 4.265
18 Cl 3.687 1.520 5.377
19 N 1.260 -0.580 1.329
20 C 2.200 -1.469 0.960
21 O 3.390 -1.496 1.231
22 C 1.546 -2.581 0.141
23 C 2.094 -3.861 0.165
24 C 1.423 -4.900 -0.459
25 C 0.220 -4.620 -1.094
26 C -0.247 -3.318 -1.096
27 N 0.386 -2.304 -0.495
28 H -0.656 2.772 3.649
29 H -4.636 0.768 2.051
30 H -6.259 -0.090 0.325
31 H -5.337 -1.037 -1.780
32 H -2.886 -1.075 -2.106
33 H 3.272 -0.208 3.171
34 H 3.023 -4.004 0.694
35 H 1.815 -5.906 -0.440
36 H -0.349 -5.396 -1.583
37 H -1.177 -3.067 -1.598
38 C 2.498 2.687 -0.017
39 C 1.553 1.935 -0.907
40 C 1.980 0.749 -1.533
41 C 1.165 0.081 -2.459
42 C 1.696 -1.091 -3.230
43 C -0.111 0.600 -2.740
44 C -0.551 1.798 -2.156
45 C -1.843 2.431 -2.588
46 C 0.281 2.442 -1.226
47 H 3.067 3.402 -0.615
48 H 3.216 2.016 0.454
49 H 1.965 3.242 0.754
50 H 2.996 0.399 -1.368
51 H 2.455 -1.627 -2.665
52 H 2.162 -0.729 -4.148
53 H 0.905 -1.783 -3.513
54 H -0.702 0.144 -3.529
55 H -2.467 2.665 -1.726
56 H -2.397 1.787 -3.264
57 H -1.643 3.364 -3.115
58 H -0.020 3.408 -0.829



Formula: C27H22ClF3PPdTe
Source: OMol25
Level of theory: ωB97M-V/def2-TZVPD

Its charge is +3. For the HOMO energy (spin up / spin down), the calculation gives -16.21 / -16.19 eV. The spin multiplicity is 5. As for the orbital gap (spin up / spin down): 6.8 / 3.1 eV. The LUMO energy (spin up / spin down) comes out at -0.3442 / -0.4818 hartree.

Positions of all 56 atoms, in Å:
1 Pd -0.389 -0.270 -0.364
2 Cl 1.474 -2.244 -0.353
3 C 0.584 -3.600 0.145
4 C 1.355 -4.727 0.578
5 C 0.715 -5.836 1.054
6 C -0.686 -5.836 1.093
7 C -1.446 -4.714 0.635
8 C -0.834 -3.591 0.141
9 P -1.814 -2.150 -0.417
10 C -3.479 -2.355 0.155
11 C -4.512 -2.609 -0.753
12 C -5.804 -2.767 -0.278
13 C -6.060 -2.666 1.084
14 C -5.033 -2.400 1.986
15 C -3.739 -2.234 1.527
16 C -1.669 -2.053 -2.202
17 C -1.979 -0.789 -2.736
18 C -1.767 -0.534 -4.083
19 C -1.264 -1.538 -4.901
20 C -0.981 -2.796 -4.380
21 C -1.175 -3.058 -3.031
22 H 2.434 -4.656 0.529
23 H 1.269 -6.698 1.401
24 H -1.217 -6.702 1.469
25 H -2.527 -4.774 0.687
26 H -4.309 -2.691 -1.814
27 H -6.611 -2.969 -0.969
28 H -7.071 -2.790 1.448
29 H -5.247 -2.311 3.042
30 H -2.941 -2.007 2.226
31 H -2.481 -0.041 -2.124
32 H -2.028 0.430 -4.499
33 H -1.111 -1.349 -5.955
34 H -0.614 -3.578 -5.032
35 H -0.950 -4.043 -2.639
36 F 1.430 0.506 1.833
37 C 0.170 0.108 1.659
38 F -0.008 -1.034 2.343
39 F -0.655 1.038 2.165
40 C 0.562 4.222 -2.198
41 Te -0.104 3.113 -0.519
42 C -0.339 4.966 0.491
43 C 0.022 6.024 -0.521
44 C -0.073 7.366 -0.161
45 C 0.268 8.347 -1.076
46 C 0.702 7.996 -2.350
47 C 0.797 6.664 -2.712
48 C 0.455 5.672 -1.797
49 H -0.077 3.942 -3.038
50 H 1.582 3.893 -2.412
51 H 0.326 4.927 1.358
52 H -1.372 5.009 0.844
53 H -0.409 7.642 0.830
54 H 0.194 9.388 -0.796
55 H 0.968 8.765 -3.062
56 H 1.135 6.397 -3.705



Formula: C27H22ClIN4O5Ta
Source: OMol25
Level of theory: ωB97M-V/def2-TZVPD

Its charge is +1. For the HOMO energy, the calculation gives -10.68 eV. The spin multiplicity is 1. As for the orbital gap: 7.3 eV. The LUMO energy comes out at -0.1252 hartree. For the relative energy (zero: lowest compared OMol25 entry of this formula, charge and spin), the calculation gives 13.8 kJ/mol.

Positions of all 61 atoms, in Å:
1 Ta -0.081 -0.333 0.480
2 O 0.789 -2.048 -0.011
3 C 0.919 -3.273 0.442
4 C 2.061 -4.023 0.130
5 C 2.176 -5.317 0.587
6 C 1.165 -5.918 1.349
7 C 0.036 -5.201 1.647
8 C -0.098 -3.866 1.215
9 C -1.299 -3.149 1.505
10 N -1.520 -1.893 1.309
11 C -2.869 -1.435 1.696
12 C -3.169 -0.096 1.028
13 N -2.224 0.086 -0.076
14 C -2.708 0.429 -1.221
15 C -1.964 0.708 -2.409
16 C -2.598 1.312 -3.509
17 C -1.880 1.617 -4.639
18 C -0.518 1.298 -4.693
19 C 0.120 0.675 -3.641
20 C -0.602 0.374 -2.484
21 O -0.028 -0.257 -1.480
22 H 2.831 -3.561 -0.472
23 H 3.065 -5.885 0.345
24 H 1.274 -6.938 1.688
25 H -0.764 -5.651 2.222
26 H -2.104 -3.744 1.939
27 H -2.921 -1.340 2.781
28 H -3.594 -2.186 1.380
29 H -3.023 0.721 1.731
30 H -4.194 -0.065 0.659
31 H -3.789 0.557 -1.296
32 H -3.654 1.548 -3.448
33 H -2.360 2.093 -5.481
34 H 0.046 1.537 -5.586
35 H 1.168 0.410 -3.687
36 N 1.049 -1.101 2.472
37 C 0.909 -0.118 3.563
38 C 0.035 1.033 3.089
39 O 0.036 2.126 3.576
40 O -0.775 0.666 2.096
41 H 0.830 -2.040 2.786
42 H 2.008 -1.110 2.134
43 H 1.869 0.261 3.906
44 H 0.404 -0.564 4.421
45 Cl 3.356 5.609 -1.572
46 C 2.909 4.055 -0.957
47 C 3.874 3.141 -0.656
48 C 3.538 1.869 -0.134
49 I 5.026 0.532 0.388
50 C 2.226 1.533 0.045
51 O 1.792 0.389 0.565
52 C 1.222 2.471 -0.291
53 N -0.040 2.037 -0.056
54 C -1.016 2.909 -0.197
55 C -0.810 4.220 -0.650
56 C 0.456 4.641 -0.957
57 C 1.532 3.757 -0.760
58 H 4.914 3.396 -0.804
59 H -2.013 2.583 0.063
60 H -1.662 4.877 -0.750
61 H 0.644 5.641 -1.321